{
  "formula": "C16H36O4P2",
  "method": "ωB97M-V/def2-TZVPD",
  "elements": ["P", "P", "O", "O", "O", "O", "C", "C", "C", "C", "C", "C", "C", "C", "C", "C", "C", "C", "C", "C", "C", "C", "H", "H", "H", "H", "H", "H", "H", "H", "H", "H", "H", "H", "H", "H", "H", "H", "H", "H", "H", "H", "H", "H", "H", "H", "H", "H", "H", "H", "H", "H", "H", "H", "H", "H", "H", "H"],
  "coordinates": [[2.3094, 2.1790, 0.0344], [1.8485, -0.0107, 0.2250], [-3.6231, -2.3697, -6.9693], [-2.4285, 3.1269, 4.2204], [-0.7737, -1.6392, -2.7052], [3.8073, 0.1528, 4.1917], [-2.7725, -2.9002, -2.4874], [-1.8845, -1.8689, -3.1335], [-1.0164, 3.4188, 6.1050], [5.2206, 0.4518, 6.0743], [3.4635, 2.4812, 1.5300], [1.2931, -1.8362, 0.4592], [-5.5757, -2.6496, -8.2888], [-0.0729, -2.0236, 0.7668], [-4.0967, -0.5483, -8.4145], [-1.4364, 2.7665, 4.8135], [-4.3603, -1.9015, -7.8092], [-0.5727, 1.6490, 4.2913], [5.6650, -1.3213, 4.2634], [4.8006, -0.2040, 4.7853], [-2.4324, -1.1386, -4.3291], [0.7079, 3.0894, 0.5445], [2.6978, -0.1095, 1.3928], [0.7377, 3.2832, 1.6482], [-2.6569, -1.8469, -5.1279], [4.1014, 1.5946, 1.7453], [1.9998, -2.6949, 0.3544], [-0.7894, -1.5990, 0.0255], [0.4357, 2.0206, 4.0980], [-1.6879, -0.4288, -4.6898], [-0.5433, 0.8318, 5.0143], [6.6736, -0.9520, 4.0690], [-0.9913, 1.2731, 3.3578], [-0.0263, 3.8644, 5.9921], [0.4667, 0.3839, 0.3449], [-5.4978, -2.8377, -9.3610], [2.4484, -0.2739, -1.0588], [-0.2053, 2.4711, 0.3621], [-3.3341, -0.5899, -4.0488], [6.2095, 0.8990, 5.9594], [-5.6404, -3.6050, -7.7691], [-1.0045, 2.6802, 6.9085], [5.2347, -0.2849, 6.8795], [0.6436, 4.0737, 0.0300], [-6.4767, -2.0718, -8.0751], [-3.0130, -3.6859, -3.2057], [4.5086, 1.2362, 6.3292], [4.0689, 3.3881, 1.3175], [-3.1921, -0.1266, -7.9771], [5.6986, -2.1360, 4.9889], [-3.9539, -0.6440, -9.4922], [-2.2512, -3.3466, -1.6402], [-3.6891, -2.4292, -2.1275], [-4.9328, 0.1217, -8.2062], [2.7848, 2.6417, 2.3998], [5.2441, -1.6987, 3.3318], [-0.4107, -2.5102, 1.7016], [-1.7272, 4.2040, 6.3609]],
  "forces_ev_per_a": [[0.54, 1.46, -0.04], [-0.64, -0.88, -0.82], [-0.16, -0.03, -0.25], [0.11, -0.02, 0.09], [-0.12, -0.04, 0.02], [0.07, -0.02, 0.05], [0.20, -0.12, 0.25], [0.30, 0.22, 0.06], [-0.22, 0.22, 0.04], [-0.24, 0.21, 0.02], [-0.97, 0.04, -0.20], [-2.46, -0.48, 0.01], [0.04, -0.26, 0.20], [2.49, 0.32, -0.47], [0.27, 0.06, 0.18], [-0.29, 0.06, -0.22], [0.17, -0.11, 0.19], [-0.18, -0.04, -0.27], [-0.16, -0.06, -0.26], [-0.26, 0.08, -0.16], [0.31, 0.08, 0.02], [0.41, -0.29, 0.86], [-0.30, -0.35, -0.40], [-0.09, -0.08, -0.81], [-0.18, 0.13, 0.12], [-0.34, 0.63, -0.26], [-0.09, 0.77, 1.53], [0.26, 0.88, 1.51], [0.08, -0.15, 0.18], [-0.02, -0.04, 0.06], [0.23, 0.06, 0.04], [0.06, -0.10, 0.17], [0.01, 0.05, 0.05], [0.07, -0.16, 0.11], [0.06, -0.35, -0.10], [-0.14, 0.14, -0.02], [0.10, 0.34, 0.48], [0.68, 0.47, -0.13], [-0.11, -0.15, -0.10], [0.07, -0.15, 0.12], [0.03, 0.06, -0.02], [0.20, 0.01, -0.01], [0.20, 0.01, -0.01], [-0.06, -0.83, 0.23], [-0.01, 0.04, -0.20], [-0.19, 0.09, -0.01], [0.03, -0.05, -0.04], [-0.30, -0.69, 0.35], [-0.05, -0.04, -0.02], [0.19, 0.06, 0.04], [-0.18, 0.08, -0.02], [-0.01, 0.04, -0.06], [-0.09, -0.09, -0.16], [-0.05, -0.02, -0.20], [0.75, 0.00, -0.34], [0.00, 0.04, 0.06], [-0.04, -0.99, -1.37], [0.03, -0.05, -0.04]],
  "orbital_gap_ev": 7.66,
  "e_homo_ev": -6.96,
  "e_tot_ev": -43937.7047,
  "lumo_ev": 0.700,
  "largest_force_ev_per_a": 2.55,
  "smiles": "C=C[PH3]P(C)C.CC(C)=O.CC(C)=O.CC(C)=O.CC(C)=O"
}


{
  "formula": "C11H15N",
  "method": "ωB97M-V/def2-TZVPD",
  "elements": ["N", "C", "C", "C", "C", "C", "C", "C", "C", "C", "C", "C", "H", "H", "H", "H", "H", "H", "H", "H", "H", "H", "H", "H", "H", "H", "H"],
  "coordinates": [[0.6164, -1.3280, -0.9504], [-0.8523, 1.9616, -0.5362], [0.6383, 0.0430, -0.6238], [0.5956, -0.8038, 2.9313], [-0.6981, 0.5514, -0.5559], [1.8080, 0.8399, -0.6920], [-0.7461, -1.7132, -1.0908], [1.1887, -2.1215, 2.4828], [-1.5429, -0.6410, -0.7559], [0.3168, 2.7251, -0.5628], [1.6216, 2.2182, -0.6299], [-2.9898, -0.6145, -0.5471], [1.0210, -2.3105, 1.4910], [-3.2175, -0.2468, 0.4731], [1.1437, -0.4144, 3.6931], [0.8697, -2.8125, 3.2519], [1.4671, -1.8130, -0.7089], [-0.8291, -2.6814, -1.4021], [0.1762, 3.8294, -0.6977], [-1.8317, 2.3127, -0.4781], [-3.5467, -0.0478, -1.3314], [2.3680, -1.8934, 2.4495], [2.5070, 2.8862, -0.5490], [-0.3804, -0.9158, 3.2640], [2.8031, 0.5472, -0.8398], [-3.4289, -1.6930, -0.6147], [0.5239, -0.1228, 2.1342]],
  "forces_ev_per_a": [[-0.80, 2.30, 0.29], [2.10, -2.01, 0.27], [0.62, -0.44, -1.33], [-0.35, -1.12, -2.00], [1.79, -1.26, -0.29], [-2.05, 1.44, 0.59], [2.27, 3.14, 1.93], [3.49, 2.24, 2.25], [1.03, 0.24, -0.36], [-1.17, 1.88, -0.51], [0.07, -0.46, 0.55], [-2.21, -1.90, -0.52], [-1.23, -1.14, -2.18], [-0.06, -0.01, -0.66], [1.58, 1.31, 2.21], [0.55, -0.95, -0.49], [-0.56, -0.80, -0.46], [-1.23, -2.35, -0.46], [0.22, -1.04, 0.54], [-1.27, 1.16, -0.11], [0.37, -0.07, 0.75], [-2.27, -1.12, 0.55], [-0.88, -0.46, -0.42], [-2.01, -0.38, 0.76], [1.07, -1.18, -0.06], [0.74, 1.80, 0.20], [0.21, 1.15, -1.04]],
  "orbital_gap_ev": 8.86,
  "e_homo_ev": -7.91,
  "e_tot_ev": -13138.9557,
  "de_lowest_kcal_mol": 42.3,
  "lumo_ev": 0.954,
  "largest_force_ev_per_a": 4.72,
  "smiles": "Cc1c[nH]c2ccccc12.CC"
}


{
  "formula": "CH3Br2OP",
  "method": "ωB97M-V/def2-TZVPD",
  "elements": ["Br", "Br", "P", "O", "C", "H", "H", "H"],
  "coordinates": [[-0.4924, -0.6742, 2.4673], [-2.0924, 0.7961, -0.3958], [-0.5057, -0.5986, 0.2932], [-0.6864, -1.9746, -0.2593], [0.7990, 0.3800, -0.4273], [1.8167, 0.0696, -0.2389], [0.5027, 0.6103, -1.4801], [0.6585, 1.3914, 0.0409]],
  "forces_ev_per_a": [[0.13, 0.44, -0.11], [-0.46, -0.18, 0.52], [-0.71, -2.11, -1.93], [0.27, 1.68, 0.79], [-0.24, 2.19, 0.45], [0.12, -0.38, -0.27], [0.53, -0.85, 0.68], [0.36, -0.78, -0.13]],
  "orbital_gap_ev": 10.55,
  "e_homo_ev": -10.70,
  "e_tot_ev": -152508.7819,
  "de_lowest_kcal_mol": 1.6,
  "lumo_ev": -0.159,
  "largest_force_ev_per_a": 2.94,
  "smiles": "CP(=O)(Br)Br"
}


{
  "formula": "C33H47ClO3P4Pd",
  "method": "ωB97M-V/def2-TZVPD",
  "elements": ["Pd", "Cl", "P", "P", "P", "P", "O", "O", "O", "C", "C", "C", "C", "C", "C", "C", "C", "C", "C", "C", "C", "C", "C", "C", "C", "C", "C", "C", "C", "C", "C", "C", "C", "C", "C", "C", "C", "C", "C", "C", "C", "C", "H", "H", "H", "H", "H", "H", "H", "H", "H", "H", "H", "H", "H", "H", "H", "H", "H", "H", "H", "H", "H", "H", "H", "H", "H", "H", "H", "H", "H", "H", "H", "H", "H", "H", "H", "H", "H", "H", "H", "H", "H", "H", "H", "H", "H", "H", "H"],
  "coordinates": [[-0.9115, 1.0182, 2.0789], [-2.4504, -0.8122, 3.2913], [0.7749, 0.4183, 3.6316], [-3.0522, 1.3958, 1.1085], [0.2826, -2.6019, -1.6945], [1.5837, 3.9377, -0.8539], [-2.5962, 2.4392, 5.7224], [2.1568, 0.8589, -0.9087], [-1.4680, 2.5285, 3.7135], [3.9993, -2.8274, -0.0287], [-0.1896, 0.5148, -4.8933], [-0.6273, -0.5145, 1.0864], [0.2371, -0.0272, 5.3092], [2.7161, -2.3102, -0.2061], [2.2667, -4.0891, -1.8517], [1.7856, 1.9097, 3.8378], [0.0188, -1.3195, -2.8191], [-2.2105, 2.0085, 4.6249], [1.0697, 5.4509, -0.0819], [-3.7256, 0.1261, -0.0077], [-1.2261, -0.7022, -3.0802], [0.7093, 2.5241, -0.0266], [3.5532, -4.5656, -1.6862], [1.0450, -0.0905, -4.6275], [-2.0984, -5.5736, -0.4150], [1.8608, -2.9433, -1.1297], [1.0671, 3.8232, -2.5575], [0.0405, 0.0641, 0.1419], [-4.3921, 1.7420, 2.2872], [0.7434, 1.1222, -0.6957], [3.3257, 3.6200, -0.6905], [4.4179, -3.9405, -0.7725], [1.9242, -0.8983, 3.1440], [-1.3144, -4.4311, -0.2936], [-2.9756, 2.9079, 0.1007], [-1.5491, -4.0638, -2.7230], [-2.5881, -5.9683, -1.6693], [-0.9955, -3.7148, -1.4706], [1.1679, -0.9721, -3.5664], [0.0988, 2.5954, 1.1715], [-1.3165, 0.2277, -4.1103], [-2.3211, -5.2072, -2.8169], [2.4637, -1.2374, 4.0394], [-4.4347, 0.9259, 3.0166], [2.2551, 2.1597, 2.8800], [0.3492, 1.2839, -1.7375], [-4.1774, 2.6821, 2.8081], [2.2170, -0.0134, -1.3322], [1.0957, -0.4559, 5.8407], [-2.5730, 0.9707, 4.4048], [3.6063, 3.6208, 0.3666], [-0.0033, 5.6170, -0.2260], [-2.5979, 3.7197, 0.7331], [-2.0948, -0.9648, -2.4783], [-4.7972, 0.3199, -0.1644], [-0.5774, -0.7571, 5.2306], [3.8722, -5.4182, -2.2881], [-2.2795, 2.7582, -0.7326], [2.1164, -1.4559, -3.3286], [1.2920, 5.4339, 0.9900], [2.6369, -0.5143, 2.4026], [-0.9342, -4.0881, 0.6641], [-3.1696, -6.8880, -1.7622], [3.5470, 2.6337, -1.1072], [1.3576, -1.7305, 2.7072], [-1.3196, -3.4472, -3.5905], [1.3612, 2.8655, -2.9959], [-5.3393, 1.8205, 1.7415], [1.5455, -4.5518, -2.5289], [2.3583, -1.4552, 0.3597], [-0.1277, 0.8645, 5.8345], [4.6886, -2.3517, 0.6818], [-3.9723, 3.1598, -0.2815], [1.6308, 6.2585, -0.5652], [-0.0196, 3.9260, -2.6354], [-3.5865, -0.8600, 0.4502], [3.8636, 4.4082, -1.2249], [-0.2810, 1.1865, -5.7496], [5.4346, -4.3284, -0.6583], [-2.2784, 0.7048, -4.3340], [2.5456, 1.7226, 4.6040], [1.1188, 2.7261, 4.1409], [-0.9282, -1.6081, 1.1345], [-3.1988, 0.1601, -0.9693], [1.5488, 4.6384, -3.1041], [1.9147, 0.0944, -5.2647], [0.0448, 3.4988, 1.7830], [-2.3218, -6.1774, 0.4691], [-2.6890, -5.5169, -3.7962]],
  "forces_ev_per_a": [[-1.41, 1.66, 2.66], [-0.03, -0.95, -0.55], [0.32, 0.13, 1.64], [-1.91, 0.28, 0.31], [-1.29, 1.71, 1.39], [-1.31, -2.64, 1.13], [1.23, 0.55, -1.76], [-0.66, -0.78, 0.27], [0.89, 0.56, -0.82], [0.02, 0.02, -0.05], [0.04, -0.07, -0.13], [1.43, -3.32, -3.70], [-0.22, 0.00, -0.19], [-0.21, -0.34, -0.34], [0.49, 0.28, 0.47], [-0.12, 0.02, -0.23], [0.40, 0.64, -0.77], [-2.01, -1.47, 2.33], [0.08, 0.44, -0.14], [0.20, -0.20, -0.07], [0.32, -0.15, 0.01], [-0.13, -0.03, 0.81], [0.37, -0.17, 0.07], [0.11, 0.23, -0.06], [-0.13, 0.02, 0.05], [1.26, -1.00, -0.06], [0.15, 0.55, -0.42], [0.69, 0.60, -1.29], [0.27, -0.05, 0.19], [0.46, 1.22, -0.29], [0.40, 0.44, -0.21], [-0.15, -0.07, -0.25], [0.00, -0.16, -0.26], [0.19, 0.00, -0.69], [0.41, 0.03, -0.05], [-0.22, -0.41, 0.35], [0.22, 0.11, -0.12], [-0.82, -0.82, -0.20], [-0.45, 0.00, -0.04], [0.84, 0.90, -0.83], [0.00, -0.05, -0.01], [-0.29, -0.14, -0.01], [-0.10, 0.06, -0.29], [-0.08, 0.23, -0.18], [0.01, -0.03, 0.21], [-0.48, -0.84, 0.96], [-0.06, -0.21, -0.07], [0.13, 0.29, 0.01], [-0.15, 0.11, -0.05], [0.32, 0.91, 0.08], [-0.08, 0.10, -0.13], [0.20, -0.09, -0.01], [-0.14, -0.11, -0.13], [0.17, 0.00, -0.20], [0.32, -0.05, 0.04], [0.22, 0.16, 0.13], [0.08, 0.22, 0.33], [-0.14, 0.07, 0.10], [-0.16, 0.13, -0.26], [0.03, -0.02, -0.21], [-0.17, -0.08, 0.16], [0.03, -0.25, -0.07], [0.17, 0.32, 0.08], [-0.09, 0.27, 0.00], [0.22, 0.10, 0.21], [-0.08, -0.36, 0.03], [0.12, 0.12, 0.15], [0.16, 0.01, 0.03], [0.47, -0.11, 0.07], [0.12, -0.11, -0.09], [0.04, -0.21, -0.15], [-0.37, -0.28, -0.35], [0.14, -0.09, 0.11], [-0.13, 0.06, 0.20], [0.15, 0.07, 0.10], [-0.13, 0.19, -0.06], [0.21, -0.14, 0.11], [0.01, -0.17, 0.31], [-0.40, 0.18, 0.03], [0.45, -0.21, 0.10], [-0.08, 0.08, -0.09], [0.13, -0.17, 0.01], [0.06, 1.72, 0.65], [-0.12, 0.02, 0.22], [-0.13, -0.12, -0.23], [-0.37, 0.09, 0.22], [0.07, 0.18, -0.30], [0.02, 0.29, -0.33], [-0.02, 0.03, 0.36]],
  "orbital_gap_ev": [6.13, 3.34],
  "charge": 2,
  "e_homo_ev": [-11.34, -11.74],
  "e_tot_ev": -94262.3402,
  "lumo_ev": [-5.214, -8.398],
  "multiplicity": 5,
  "largest_force_ev_per_a": 5.17,
  "s2": 6.06
}


| no. | molecular weight (g mol⁻¹) |
| --- | --- |
| 1 | 354.41 |
| 2 | 161.25 |
| 3 | 221.82 |
| 4 | 757.51 |